[1]
{"formula": "C22H29N3O3S2", "method": "the ωB97M-V functional and the def2-TZVPD basis", "species": ["S", "S", "O", "O", "O", "N", "N", "N", "C", "C", "C", "C", "C", "C", "C", "C", "C", "C", "C", "C", "C", "C", "C", "C", "C", "C", "C", "C", "C", "C", "H", "H", "H", "H", "H", "H", "H", "H", "H", "H", "H", "H", "H", "H", "H", "H", "H", "H", "H", "H", "H", "H", "H", "H", "H", "H", "H", "H", "H"], "coordinates": [[-0.18128, -2.41002, 0.30380], [2.31723, -3.89707, 0.94738], [1.10978, -0.03164, 1.33079], [5.39713, -1.43972, -0.35864], [1.54438, -0.32187, -2.37787], [2.04812, -1.99601, -0.90689], [3.39422, 1.10709, 1.01628], [4.26470, 0.01338, -1.67170], [-6.70899, 0.10650, -0.01182], [1.51913, -2.76523, 0.08722], [-4.67346, 0.75240, -1.34626], [-6.89290, 0.53827, 1.44493], [-2.51917, -0.29240, -1.00164], [-3.33930, 0.62832, -1.66796], [-3.09866, -1.07538, 0.00336], [-7.45162, -1.20319, -0.28774], [3.38247, -2.22217, -1.41745], [3.42054, 0.09900, 2.06425], [1.97753, -0.30780, 2.40683], [4.69137, 1.71862, 0.79603], [4.83814, 2.20893, -0.64655], [-4.43362, -0.94341, 0.31782], [-0.14934, -1.18078, -0.93292], [0.99467, 1.35503, 1.09947], [-1.13872, -0.38106, -1.38761], [1.20081, -1.08385, -1.49177], [-5.24738, -0.03124, -0.34962], [2.34298, 2.06706, 1.28153], [5.23560, 1.07820, -1.59677], [4.44366, -1.16079, -1.05399], [-0.82860, 0.29613, -2.17779], [3.73136, -3.17959, -1.02172], [3.31810, -2.26678, -2.50999], [-8.51524, -1.07690, -0.09920], [0.63739, 1.45085, 0.07159], [1.62669, 0.22190, 3.30465], [3.38000, 0.19341, -2.13407], [5.37935, 1.48164, -2.60462], [-6.35846, 1.46630, 1.63608], [3.90024, 2.65082, -0.98571], [4.85799, 2.55453, 1.49759], [2.42578, 2.48313, 2.30368], [5.61235, 2.97652, -0.69056], [-5.28501, 1.46839, -1.87706], [-7.94776, 0.69616, 1.65730], [3.98577, -0.75707, 1.68952], [0.24146, 1.78618, 1.77771], [2.41371, 2.89756, 0.57883], [-7.08197, -2.00035, 0.35204], [5.45503, 0.96253, 0.98745], [1.90791, -1.38052, 2.59318], [-7.31693, -1.50453, -1.32427], [-2.49674, -1.79086, 0.54054], [3.91722, 0.46970, 2.97881], [-4.85025, -1.56390, 1.09671], [6.17161, 0.62727, -1.25679], [-7.13702, 0.88364, -0.65480], [-6.51647, -0.22118, 2.12528], [-2.91550, 1.24585, -2.44686]], "nbo_charge": [0.418, -0.050, -0.553, -0.632, -0.613, -0.460, -0.446, -0.618, -0.241, -0.083, -0.222, -0.594, -0.126, -0.148, -0.175, -0.594, -0.322, -0.251, -0.081, -0.220, -0.407, -0.170, -0.297, -0.060, -0.102, 0.688, 0.013, -0.256, -0.221, 0.678, 0.235, 0.265, 0.229, 0.210, 0.188, 0.162, 0.431, 0.195, 0.213, 0.197, 0.168, 0.160, 0.210, 0.214, 0.211, 0.222, 0.167, 0.208, 0.203, 0.219, 0.210, 0.213, 0.209, 0.165, 0.206, 0.223, 0.203, 0.203, 0.212], "e_homo_ha": -0.303, "smiles": "CC(C)c1ccc(/C=C2\\SC(=S)N(CC(=O)NCCCN3CCOCC3)C2=O)cc1"}

[2]
{"formula": "NO7PSn", "method": "the ωB97M-V functional and the def2-TZVPD basis", "species": ["Sn", "P", "O", "O", "O", "O", "O", "O", "O", "N"], "coordinates": [[-1.51316, -8.13951, -6.55773], [-1.67107, -6.78803, -0.66517], [-2.10519, -5.29234, -5.79254], [-1.27207, -7.85194, -2.97783], [-3.31240, -5.36558, -2.64254], [-2.73902, -3.53282, -1.55519], [-1.06311, -7.77762, -4.72414], [-1.05693, -5.29387, -2.09953], [-1.58704, -2.62543, -3.06684], [-2.61476, -3.79999, -3.59352]], "mulliken_charge": [0.402, 0.337, -0.569, -0.526, -0.449, -0.308, -0.348, -0.352, -0.437, 0.250], "charge": -2, "e_homo_ha": 0.011}

[3]
{"formula": "C2H4N2O3", "method": "the ωB97M-V functional and the def2-TZVPD basis", "species": ["O", "O", "O", "N", "N", "C", "C", "H", "H", "H", "H"], "coordinates": [[-2.03427, 0.29189, -0.00947], [-0.80282, -1.85243, -0.13165], [2.08599, 0.14376, -0.05646], [-0.09922, 1.59277, 0.04926], [-0.05986, -0.73162, 0.03483], [-0.81034, 0.45573, -0.06077], [1.30333, -0.80581, 0.04366], [0.96373, 1.72136, -0.18085], [1.68309, -1.80899, 0.12729], [-0.45558, 2.55589, -0.22148], [-1.77405, -1.56255, 0.40564]], "nbo_charge": [-0.639, -0.525, -0.608, -0.845, -0.191, 0.758, 0.513, 0.458, 0.148, 0.414, 0.515], "e_homo_ha": -0.364, "smiles": "NC(=O)N(O)C=O"}

[4]
{"formula": "C24H23NO2", "method": "the ωB97M-V functional and the def2-TZVPD basis", "species": ["O", "O", "N", "C", "C", "C", "C", "C", "C", "C", "C", "C", "C", "C", "C", "C", "C", "C", "C", "C", "C", "C", "C", "C", "C", "C", "C", "H", "H", "H", "H", "H", "H", "H", "H", "H", "H", "H", "H", "H", "H", "H", "H", "H", "H", "H", "H", "H", "H", "H"], "coordinates": [[-6.38337, 3.48616, 0.16668], [-1.17681, 1.83936, -0.23445], [3.45870, -0.95624, -2.33259], [4.93828, -1.55512, 1.48221], [-4.78320, 1.64817, 0.05638], [-7.43870, 2.49563, 0.19967], [3.15277, -1.22125, -0.10074], [-0.39944, -2.01134, 3.78987], [-4.07310, 3.99864, 0.01043], [0.28853, -1.12625, 1.19349], [4.11823, -1.26054, -1.13445], [-2.37791, 2.20191, -0.12082], [0.70116, -2.40455, 1.66496], [0.35804, -2.83709, 2.94489], [1.17400, -0.46752, -3.19174], [2.13501, -0.74936, -2.11397], [-3.47229, 1.25157, -0.01278], [1.86923, -0.87592, -0.71705], [-0.86803, -0.77545, 3.31948], [5.47373, -1.44330, -0.90053], [-5.11035, 3.02789, 0.07848], [-0.53969, -0.35101, 2.04184], [4.10438, -0.85545, -3.62929], [3.57588, -1.35204, 1.21577], [-2.76966, 3.60832, -0.06889], [5.87699, -1.59891, 0.43624], [0.67000, -0.59106, -0.08026], [0.18458, -0.41726, -2.72438], [-5.57800, 0.90009, 0.09630], [1.36155, 0.49670, -3.69257], [3.90584, 0.12168, -4.09252], [-7.33968, 1.84032, 1.07814], [0.00962, 0.14007, -0.54432], [6.16880, -1.47176, -1.73693], [-3.22458, 0.19382, 0.00183], [-0.88260, 0.60755, 1.64747], [-4.35880, 5.05175, 0.02883], [3.74808, -1.64074, -4.31144], [5.27225, -1.67353, 2.51295], [1.29992, -3.04549, 1.01316], [2.84127, -1.28975, 2.01700], [-1.48505, -0.13526, 3.95052], [-0.63371, -2.33011, 4.80737], [-1.97711, 4.34933, -0.09876], [6.93176, -1.75264, 0.66904], [-8.34894, 3.08803, 0.26545], [-7.43781, 1.88604, -0.71445], [1.16463, -1.26187, -3.95705], [5.17985, -0.96914, -3.47427], [0.69577, -3.81311, 3.29579]], "nbo_charge": [-0.513, -0.841, -0.309, -0.211, -0.324, -0.252, 0.008, -0.149, -0.251, -0.086, 0.117, 0.354, -0.175, -0.243, -0.688, 0.381, -0.299, -0.225, -0.217, -0.232, 0.218, -0.142, -0.414, -0.202, -0.311, -0.199, 0.070, 0.266, 0.198, 0.257, 0.225, 0.172, 0.299, 0.218, 0.175, 0.285, 0.206, 0.220, 0.225, 0.222, 0.236, 0.231, 0.221, 0.199, 0.224, 0.190, 0.172, 0.243, 0.226, 0.223], "e_homo_ha": -0.179}

[5]
{"formula": "C4H7N3O", "method": "the ωB97M-V functional and the def2-TZVPD basis", "species": ["O", "N", "N", "N", "C", "C", "C", "C", "H", "H", "H", "H", "H", "H", "H"], "coordinates": [[-2.68329, -0.95691, -0.52041], [1.93603, 0.75528, -0.46471], [1.28329, -1.24844, 0.13170], [-1.07008, 3.04902, 0.09162], [-0.76670, 1.93290, -0.07639], [0.86538, -0.00636, 0.00730], [-1.49577, -0.60452, 0.41482], [-0.46115, 0.43631, -0.11718], [-1.81776, -0.19649, 1.47211], [-2.33821, -0.65146, -1.31782], [2.76271, 0.63631, 0.10887], [1.67725, 1.67942, -0.30038], [0.57685, -2.06645, -0.05511], [2.36839, -1.24721, -0.31476], [-0.83693, -1.51141, 0.94035]], "nbo_charge": [-0.703, -0.788, -0.810, -0.349, 0.262, 0.433, -0.104, -0.372, 0.204, 0.464, 0.365, 0.382, 0.430, 0.412, 0.173], "e_homo_ha": -0.321, "smiles": "N#CC(CO)=C(N)N"}

[6]
{"formula": "C6H13N4O", "method": "the ωB97M-V functional and the def2-TZVPD basis", "species": ["O", "N", "N", "N", "N", "C", "C", "C", "C", "C", "C", "H", "H", "H", "H", "H", "H", "H", "H", "H", "H", "H", "H", "H"], "coordinates": [[0.22609, 0.34613, 2.18297], [2.02257, -1.32688, -0.45715], [-0.49746, 0.48014, -0.15313], [-1.92959, 2.12055, 0.61237], [0.40592, 0.12416, 0.84654], [-1.89103, -0.13332, 0.07546], [2.16649, -1.99205, -1.75766], [-2.85443, 0.99151, 0.37944], [3.18735, -2.05974, -0.62757], [1.47269, -0.68343, 0.54348], [-0.78041, 1.92394, -0.19637], [-1.80660, -0.81785, 0.77345], [-2.20144, -0.58895, -0.90064], [2.41389, -1.40783, -2.70562], [-3.64226, 1.11541, -0.46496], [-0.92975, 2.15159, -1.25299], [3.35614, -2.82075, 0.16916], [1.46918, -2.77170, -1.87240], [-2.41322, 2.97209, 0.70761], [-3.39682, 0.95166, 1.34574], [4.09440, -1.42009, -0.90752], [2.06281, -0.60281, 1.41513], [0.04271, 2.60079, 0.03619], [-0.57724, 0.84743, 2.20846]], "nbo_charge": [-0.510, -0.359, -0.251, -0.659, 0.053, -0.254, -0.181, -0.255, -0.212, 0.376, -0.085, 0.206, 0.226, 0.253, 0.196, 0.180, 0.243, 0.232, 0.405, 0.224, 0.227, 0.217, 0.224, 0.501], "charge": 1, "e_homo_ha": -0.462, "smiles": "O/[N+](=C/N1CC1)N1CCNC1"}

[7]
{"formula": "C4H8O2", "method": "the ωB97M-V functional and the def2-TZVPD basis", "species": ["O", "O", "C", "C", "C", "C", "H", "H", "H", "H", "H", "H", "H", "H"], "coordinates": [[0.54898, 0.18610, -1.71249], [-1.28337, -0.87528, 0.13887], [-0.61236, 0.06606, 0.48803], [-0.84473, 0.76548, 1.80199], [1.59492, -0.19914, -0.84861], [0.48185, 0.64413, -0.38069], [0.08752, 0.92783, 2.35344], [-1.54402, 0.17631, 2.39771], [-1.10308, -1.72671, -1.95853], [2.56131, 0.26592, -1.04796], [1.61916, -1.25350, -0.57383], [-0.88540, -2.43514, -1.99965], [0.66614, 1.71214, -0.24939], [-1.28693, 1.74581, 1.59112]], "nbo_charge": [-0.453, -0.514, 0.559, -0.720, -0.083, -0.065, 0.229, 0.242, 0.029, 0.187, 0.195, -0.036, 0.193, 0.236], "e_homo_ha": -0.362, "smiles": "CC(=O)[C@H]1CO1.[H][H]"}

Relative energy (zero: lowest compared OMol25 entry of this formula, charge and spin) (eV)
0.275; 32.765; 2.837; 3.937; 3.621; 6.068; 3.060